C6H12Cl2N3 | ωB97M-V/def2-TZVPD

XYZ file:
```
23
Properties=species:S:1:pos:R:3:mulliken_charge:R:1
C 1.85 -2.13 1.31 -1.28
C 0.78 -1.23 0.76 0.73
N -0.17 -1.79 0.00 -0.11
C -1.11 -0.96 -0.67 -0.42
Cl -2.70 -1.14 0.36 -0.15
N -0.66 0.27 -0.97 -0.17
C -1.60 1.17 -1.58 -0.91
C -0.01 1.09 0.36 0.49
C 0.77 2.24 -0.09 -1.44
Cl -1.38 1.33 1.51 -0.04
N 0.89 0.07 0.97 -0.19
H 2.48 -1.46 1.76 0.31
H 2.15 -2.62 0.42 0.40
H 1.37 -2.92 1.90 0.36
H -0.25 -2.77 -0.14 0.23
H -1.29 -1.50 -1.62 0.53
H -1.16 1.82 -2.33 0.29
H -2.42 0.57 -2.06 0.39
H -2.07 1.87 -0.77 0.36
H 1.70 1.93 -0.52 0.39
H 0.87 2.85 0.72 0.46
H 0.23 2.83 -0.81 0.43
H 1.73 0.46 1.50 0.34
```

Results
- Total energy: -1320.2035 a.u.
- Orbital gap: 10.11 eV
- Molar mass: 197.09 g mol⁻¹
- Structure (SMILES): CC1=[NH+][C@@H](Cl)N(C)[C@@](C)(Cl)N1
- LUMO: -0.12662 Ha
- Energy relative to the best compared isomer or geometry (same formula, charge and spin): 18.1 kcal per mole
- Charge: +1
- Spin multiplicity: 1


C6H12Cl2OSi2 | ωB97M-V/def2-TZVPD

XYZ file:
```
23
Properties=species:S:1:pos:R:3:mulliken_charge:R:1
C 3.04 -1.99 -1.27 -0.64
C 1.82 -1.53 -1.41 -0.31
Si 0.88 -0.52 -0.05 0.67
C 2.20 0.10 1.11 -1.10
Cl -0.34 -1.94 1.02 -0.34
O -0.05 0.75 -0.61 -0.15
Si -1.67 1.05 -0.43 0.46
C -2.70 -0.06 -1.59 -0.99
Cl -1.77 3.12 -1.02 -0.32
C -1.94 0.82 1.39 -0.08
C -1.39 1.65 2.26 -0.72
H 3.68 -1.68 -0.46 0.22
H 3.46 -2.60 -2.09 0.25
H 1.35 -1.72 -2.35 0.33
H 2.29 -0.55 1.92 0.37
H 1.90 1.07 1.55 0.30
H 3.19 0.20 0.56 0.30
H -2.52 -1.11 -1.56 0.36
H -2.45 0.35 -2.55 0.27
H -3.75 0.26 -1.40 0.33
H -2.74 0.15 1.79 0.33
H -1.52 1.61 3.35 0.28
H -0.96 2.57 1.85 0.19
```

Results
- Total energy: -1810.6032 a.u.
- Orbital gap: 10.75 eV
- Molar mass: 227.24 g mol⁻¹
- Structure (SMILES): C=C[Si@](C)(Cl)O[Si@](C)(Cl)C=C
- LUMO: 0.02386 Ha
- Energy relative to the best compared isomer or geometry (same formula, charge and spin): 6.9 kcal per mole
- Charge: 0
- Spin multiplicity: 1


C6H12Cl3GaGdO2 | ωB97M-V/def2-TZVPD

XYZ file:
```
25
Properties=species:S:1:pos:R:3:lowdin_spin:R:1
Gd -0.99 0.87 -2.65 7.30
Cl -1.95 -0.93 -0.86 -0.01
C -0.18 -0.64 -4.19 -0.07
C -2.83 2.23 -2.60 -0.07
H -0.36 0.11 -5.01 0.00
H 0.87 -0.74 -3.79 0.00
H -0.92 -1.46 -4.03 0.00
H -2.61 2.57 -3.66 0.00
H -2.52 2.90 -1.77 0.00
H -3.61 1.46 -2.44 0.00
Ga 0.14 0.12 0.13 -0.01
C -0.32 0.67 1.94 0.00
C 0.62 1.52 -1.06 -0.12
H -0.06 1.74 1.98 0.00
H -1.38 0.55 2.19 0.00
H 0.31 0.12 2.64 0.00
H 0.26 2.57 -0.99 0.00
H 1.47 1.31 -1.74 0.00
Cl 2.94 -3.55 1.43 0.00
C 3.55 -2.22 0.41 0.00
Cl 3.80 -2.72 -1.28 0.00
C 2.56 -1.05 0.46 0.00
O 2.93 0.04 0.91 0.00
O 1.37 -1.37 0.01 0.00
H 4.50 -1.88 0.82 0.00
```

Results
- Total energy: -4457.3190 a.u.
- Orbital gap (alpha / beta): 6.12 / 6.41 eV
- Molar mass: 449.49 g mol⁻¹
- LUMO (alpha / beta): 0.09379 / 0.09430 Ha
- Energy relative to the best compared isomer or geometry (same formula, charge and spin): 0.0 kcal per mole
- Charge: -1
- Spin multiplicity: 8